No. 1
{"formula": "C23H33N3O3", "method": "the ωB97M-V functional and the def2-TZVPD basis", "molar_mass_g_mol": 399.5, "smiles": "CCOC(=O)[C@@]1(Cc2cccc(OC)c2)CCCN(Cc2cc(C(C)C)n[nH]2)C1", "e_above_lowest_kcal_mol": 19.6, "e_homo_ev": -8.5, "species": ["C", "C", "H", "H", "O", "C", "O", "C", "C", "N", "C", "C", "C", "H", "H", "H", "H", "H", "H", "C", "C", "C", "C", "N", "N", "H", "C", "C", "H", "H", "H", "C", "H", "H", "H", "H", "H", "H", "H", "H", "H", "C", "C", "C", "C", "C", "C", "C", "H", "H", "H", "O", "C", "H", "H", "H", "H", "H", "H", "H", "H", "H"], "coordinates": [[-0.17743, -0.30793, 3.41885], [-1.52368, -0.66626, 2.81829], [-1.66545, -1.75219, 2.80626], [-2.35126, -0.22073, 3.38169], [-1.58854, -0.20490, 1.46181], [-2.76480, -0.36098, 0.85926], [-3.74805, -0.75958, 1.43171], [-2.74685, -0.06341, -0.63725], [-1.56443, 0.79542, -1.08025], [-1.59034, 2.11601, -0.48019], [-2.79414, 2.82666, -0.86853], [-4.02936, 2.06140, -0.40624], [-4.04911, 0.65675, -1.00227], [-4.14011, 0.71244, -2.08955], [-4.89827, 0.09661, -0.60950], [-4.92620, 2.60828, -0.70153], [-4.01590, 1.98810, 0.68226], [-2.83803, 2.96787, -1.96566], [-2.77426, 3.81536, -0.40183], [-0.38863, 2.86321, -0.82282], [0.82653, 2.16242, -0.32006], [2.08771, 1.97197, -0.84239], [2.76829, 1.19023, 0.11405], [1.97268, 0.92472, 1.13672], [0.81773, 1.52879, 0.87098], [0.00463, 1.37716, 1.44672], [4.18973, 0.72721, 0.06345], [5.08245, 1.76424, 0.75288], [6.12553, 1.45940, 0.70311], [4.98058, 2.73627, 0.27446], [4.79501, 1.86054, 1.79706], [4.34021, -0.63841, 0.72944], [3.72687, -1.38102, 0.22627], [4.01839, -0.57438, 1.76493], [5.37842, -0.96211, 0.69795], [4.48936, 0.65613, -0.98918], [2.47376, 2.34053, -1.77166], [-0.46643, 3.85038, -0.35181], [-0.29103, 3.01906, -1.91340], [-1.59076, 0.86867, -2.18580], [-0.63534, 0.30544, -0.79157], [-2.67253, -1.45374, -1.32338], [-1.48979, -2.23955, -0.82777], [-0.23874, -2.06307, -1.40946], [0.88153, -2.69390, -0.88421], [0.73841, -3.53596, 0.21861], [-0.50840, -3.74198, 0.76962], [-1.62132, -3.09605, 0.25507], [-2.59349, -3.25190, 0.69937], [-0.61472, -4.40622, 1.61471], [1.61716, -4.01687, 0.61732], [2.14725, -2.55482, -1.36852], [2.37013, -1.64965, -2.42251], [1.83933, -1.95044, -3.33182], [3.44252, -1.67555, -2.60961], [2.07706, -0.63195, -2.14353], [-0.15257, -1.42905, -2.27818], [-2.61006, -1.30450, -2.40351], [-3.59536, -1.99161, -1.09922], [-0.10172, 0.76056, 3.60457], [-0.06089, -0.82816, 4.36546], [0.62669, -0.60497, 2.75032]], "forces_ev_per_a": [[-0.31, -0.07, -0.41], [-0.15, -0.25, 0.59], [-0.04, 0.14, 0.00], [0.12, -0.12, -0.11], [0.39, 0.19, 0.03], [-0.21, 0.15, -0.08], [-0.06, -0.07, 0.02], [-0.14, -0.02, -0.24], [0.05, -0.20, 0.20], [0.04, 0.01, -0.10], [-0.22, 0.12, 0.22], [0.05, 0.05, -0.30], [0.03, 0.03, 0.31], [0.04, -0.04, -0.06], [0.01, -0.04, -0.09], [-0.02, 0.02, 0.06], [-0.06, 0.07, 0.06], [0.04, 0.02, 0.03], [0.01, 0.00, -0.08], [-0.08, 0.14, 0.00], [0.16, 0.03, 0.02], [-0.27, 0.06, 0.10], [-0.30, 0.09, -0.16], [0.50, -0.46, 0.42], [-0.12, 0.40, -0.42], [0.02, -0.07, -0.06], [0.09, -0.05, 0.32], [-0.02, -0.10, -0.23], [0.14, 0.00, 0.02], [0.03, 0.12, 0.01], [-0.02, 0.02, 0.12], [0.03, 0.13, -0.21], [-0.07, -0.13, 0.00], [-0.01, -0.05, 0.13], [0.11, -0.05, 0.03], [-0.07, 0.01, 0.06], [0.03, 0.09, -0.23], [-0.01, -0.05, -0.12], [0.00, 0.00, 0.11], [0.02, -0.04, 0.03], [-0.05, 0.05, -0.13], [0.05, 0.12, 0.13], [-0.04, -0.32, -0.04], [0.25, -0.02, -0.15], [-0.02, -0.02, 0.10], [0.14, 0.06, -0.09], [0.10, 0.02, 0.00], [-0.13, 0.01, -0.10], [-0.12, 0.00, 0.05], [0.00, -0.07, 0.07], [0.12, -0.07, 0.04], [-0.16, -0.27, 0.26], [0.02, 0.18, -0.17], [0.01, 0.01, 0.03], [-0.06, 0.03, -0.03], [-0.02, -0.03, -0.01], [0.05, 0.10, -0.08], [-0.05, 0.02, -0.02], [-0.01, 0.03, -0.05], [0.07, 0.14, 0.05], [0.01, -0.02, 0.10], [0.14, -0.03, 0.01]], "mulliken_charge": [-1.394, -0.165, 0.288, 0.346, 0.023, -0.678, -0.636, 2.896, -1.854, 0.472, -0.708, -0.697, -1.584, 0.479, 0.395, 0.519, 0.278, 0.355, 0.443, -0.787, 0.825, -1.754, 0.112, -1.004, 0.656, 0.419, 0.854, -1.630, 0.445, 0.377, 0.326, -1.266, 0.104, 0.311, 0.425, 0.302, 0.435, 0.453, 0.339, 0.422, 0.404, -1.995, 0.414, -0.019, 0.723, -0.705, -0.685, -0.756, 0.445, 0.421, 0.470, -0.485, -0.730, 0.435, 0.250, 0.124, 0.446, 0.595, 0.436, 0.346, 0.452, 0.272]}


No. 2
{"formula": "C14H26N2O5", "method": "the ωB97M-V functional and the def2-TZVPD basis", "molar_mass_g_mol": 302.4, "smiles": "CC(=O)N1CCOCCOCCN(C(C)=O)CCOCC1", "e_above_lowest_kcal_mol": 3.8, "e_homo_ev": -8.9, "species": ["C", "C", "O", "N", "C", "H", "C", "O", "C", "C", "N", "C", "O", "C", "H", "H", "H", "C", "H", "H", "C", "H", "H", "O", "C", "H", "C", "O", "C", "C", "H", "H", "H", "H", "H", "H", "H", "H", "H", "H", "H", "H", "H", "H", "H", "H", "H"], "coordinates": [[-2.52478, -2.51457, 1.58782], [-3.07359, -1.17989, 1.14535], [-3.63251, -0.42205, 1.91695], [-2.93202, -0.85176, -0.16823], [-2.29524, -1.67732, -1.16463], [-2.81535, -1.52715, -2.11561], [-0.80895, -1.35268, -1.37943], [-0.05008, -1.86238, -0.29603], [1.22386, -2.36716, -0.62369], [2.25117, -1.31279, -1.05615], [2.73016, -0.50312, 0.04638], [4.02101, -0.66122, 0.44453], [4.74078, -1.50223, -0.06082], [4.51157, 0.24437, 1.55197], [5.57033, 0.04740, 1.69768], [4.37289, 1.29191, 1.29823], [3.98685, 0.02832, 2.48041], [1.82832, 0.51058, 0.54209], [0.82702, 0.07752, 0.59035], [2.11777, 0.81341, 1.54835], [1.83705, 1.75929, -0.36797], [1.21899, 1.58230, -1.25682], [2.86264, 1.95881, -0.69235], [1.43366, 2.93628, 0.29235], [0.06389, 3.01578, 0.62346], [-0.01872, 3.94121, 1.19664], [-0.86771, 3.06821, -0.60466], [-1.52442, 1.85082, -0.88085], [-2.66803, 1.63677, -0.07365], [-3.46842, 0.43357, -0.57694], [-4.47557, 0.52203, -0.15685], [-3.51885, 0.46884, -1.66534], [-3.31176, 2.52736, -0.12283], [-2.39348, 1.47270, 0.97417], [-0.27517, 3.30633, -1.49256], [-1.61323, 3.86267, -0.46722], [-0.23056, 2.17687, 1.26636], [3.12292, -1.83140, -1.46261], [1.82339, -0.66765, -1.82869], [1.57693, -2.86427, 0.28288], [1.13303, -3.11413, -1.42627], [-0.48050, -1.81902, -2.31711], [-0.69077, -0.26454, -1.45685], [-2.38785, -2.72749, -0.88585], [-2.62073, -2.57656, 2.66840], [-1.48055, -2.60723, 1.30452], [-3.09546, -3.32675, 1.14111]], "forces_ev_per_a": [[-0.03, 0.10, 0.22], [0.09, -0.42, -0.03], [-0.15, 0.22, 0.28], [-0.02, 0.23, -0.14], [0.63, -0.08, -0.10], [0.01, -0.07, 0.08], [-0.26, -0.11, -0.12], [-0.33, 0.10, 0.13], [0.40, 0.04, -0.21], [-0.13, -0.44, 0.08], [-0.30, -0.12, -0.21], [0.04, 0.16, 0.19], [0.33, -0.20, -0.02], [0.19, -0.16, -0.08], [-0.03, -0.01, -0.04], [-0.06, 0.13, 0.06], [-0.07, 0.07, 0.08], [-0.11, 0.55, -0.01], [0.09, 0.06, 0.10], [-0.05, 0.00, -0.05], [0.12, -0.14, 0.12], [0.06, -0.01, -0.03], [-0.09, -0.12, -0.02], [0.12, 0.06, 0.02], [-0.25, 0.09, -0.18], [-0.07, -0.10, 0.01], [0.21, 0.13, 0.24], [-0.01, -0.28, -0.19], [-0.27, -0.08, 0.03], [0.05, 0.45, 0.35], [0.08, 0.04, -0.14], [-0.03, -0.02, 0.02], [0.03, -0.05, 0.01], [-0.05, 0.05, -0.08], [-0.02, 0.07, 0.12], [0.04, -0.03, -0.03], [-0.06, 0.06, 0.01], [-0.19, 0.10, -0.05], [0.02, -0.03, -0.05], [0.07, -0.02, -0.13], [-0.01, 0.03, 0.06], [0.00, 0.01, 0.01], [0.05, -0.11, -0.07], [0.00, 0.04, -0.11], [-0.05, 0.04, -0.02], [0.02, -0.11, -0.04], [0.00, -0.10, -0.06]], "mulliken_charge": [-1.233, 0.957, -0.657, 0.335, -1.683, 0.422, 0.215, -0.168, -0.810, -0.879, 0.367, 1.034, -0.667, -1.263, 0.339, 0.333, 0.303, -0.891, -0.027, 0.421, -0.221, 0.244, 0.434, -0.488, -0.340, 0.360, -0.776, -0.261, -0.521, -1.186, 0.508, 0.387, 0.385, 0.412, 0.451, 0.396, 0.306, 0.503, 0.303, 0.355, 0.432, 0.545, 0.013, 0.416, 0.357, 0.171, 0.367]}


No. 3
{"formula": "C3H9NO3P", "method": "the ωB97M-V functional and the def2-TZVPD basis", "s_squared": 2.01, "total_charge": -1, "molar_mass_g_mol": 138.1, "multiplicity": 3, "e_above_lowest_kcal_mol": 26.9, "e_homo_ev": [-0.2, -5.0], "species": ["C", "C", "C", "N", "O", "O", "O", "P", "H", "H", "H", "H", "H", "H", "H", "H", "H"], "coordinates": [[-1.67293, 1.22449, -0.42425], [-1.61394, -0.73219, 1.34734], [-0.85366, 0.08418, 0.24133], [2.80114, -0.42435, -1.57189], [2.37478, 0.89182, 0.73550], [2.80640, -1.64246, 0.70852], [-0.10849, -0.70454, -0.60026], [2.37064, -0.43977, 0.05850], [-0.86241, 1.81705, -0.95851], [-2.30702, 0.81484, -1.21645], [-2.05979, 1.88627, 0.24327], [-2.23911, -0.17570, 1.97193], [-0.95381, -1.42600, 1.80394], [-2.46210, -1.32476, 0.86462], [-0.15450, 0.76447, 0.95980], [2.11680, -1.10198, -2.05700], [2.81800, 0.48863, -2.10639]], "forces_ev_per_a": [[3.48, -1.96, -3.22], [-1.28, -1.31, -3.41], [0.33, 1.19, 2.02], [-0.56, -0.07, -3.04], [0.80, 1.06, -0.21], [1.99, -3.48, 1.62], [-2.26, 1.09, 0.73], [-2.21, 2.42, 0.21], [-0.98, -0.58, 0.34], [-0.44, 0.32, 0.40], [-1.74, 1.54, 1.98], [-0.10, 1.52, 1.53], [0.54, -0.39, 0.71], [1.24, 0.16, 0.03], [-0.22, -1.74, -1.64], [1.65, 1.48, 0.90], [-0.24, -1.26, 1.06]], "mulliken_charge": [-1.427, -1.392, 0.715, -0.789, -0.450, -0.323, -0.146, -0.147, 0.266, 0.363, 0.452, 0.413, 0.335, 0.310, 0.099, 0.331, 0.388]}


In the order shown, the computed DFT total energy values come out to -1286.232278 -1034.753835 -741.480290 Eh.